# C14H13BClFN4O4S

The molecule C14H13BClFN4O4S (ωB97M-V with the def2-TZVPD basis set, OMol25).

- Energy: -2044.11870 hartree
- SMILES: CCB(O)c1c(N=C=O)c(C(=O)NC(=O)F)c(CCCCl)c2nsnc12
- Charge: 0
- Orbital gap: 6.98 eV

```
39
Properties=species:S:1:pos:R:3:forces:R:3:mulliken_charge:R:1
C -3.28355 1.22242 3.26163 0.0 0.2 0.2 -0.79
C -4.03977 -0.01146 2.50211 0.6 0.3 0.1 -0.50
B -2.89552 -1.06149 1.93524 -1.1 -1.0 0.7 0.52
O -3.04762 -2.44685 2.42150 1.6 2.4 0.3 -0.55
C -1.72787 -0.60259 0.88979 2.6 -0.1 -1.8 -0.01
C -0.40781 -1.42120 0.60369 -2.3 3.5 -0.7 -0.32
N -0.29256 -2.72951 1.35427 -1.6 -1.9 -5.1 -0.53
C -0.76056 -3.62391 0.49920 -1.9 -1.4 -1.2 0.82
O -1.29971 -4.44888 -0.26535 3.7 5.0 5.0 -0.48
C 0.74588 -0.92621 -0.40567 -2.5 1.8 0.7 0.29
C 2.00424 -1.89232 -0.56398 2.4 -0.8 -4.2 -0.02
O 2.57374 -2.06646 -1.70329 -2.7 1.2 4.9 -0.56
N 2.58342 -2.69824 0.55712 0.0 1.5 -0.8 -0.16
C 4.06016 -2.66881 0.53282 3.8 4.1 0.2 0.50
O 4.72011 -1.58767 0.57442 -3.3 -5.6 -0.2 -0.44
F 4.82638 -3.88080 0.51642 -3.0 2.6 0.0 -0.22
C 0.56020 0.43710 -1.19527 -0.6 -3.0 1.8 0.28
C 1.73791 0.85846 -2.18971 0.6 0.1 0.5 -0.57
C 1.72206 2.39003 -2.68112 -0.4 -0.3 -0.6 -0.49
C 3.14691 2.96573 -3.17877 -1.1 1.6 0.5 -0.48
Cl 4.38988 1.69218 -3.62424 -0.9 1.1 0.2 -0.20
C -0.78349 1.21152 -0.92630 -1.8 1.3 0.1 0.26
N -1.18798 2.44562 -1.56192 0.3 -2.2 1.7 -0.47
S -2.68852 3.02743 -0.99132 3.4 -5.3 1.2 0.17
N -2.98612 1.72354 0.08010 2.6 -1.8 -0.3 -0.49
C -1.91596 0.75032 0.09410 0.9 1.7 -1.6 0.50
H -3.67166 1.35890 4.34288 0.5 -0.3 -1.8 0.30
H -3.43424 2.22890 2.70299 0.5 -1.8 1.0 0.20
H -2.15222 0.97774 3.37254 -1.8 0.7 -0.3 0.22
H -4.73525 -0.52429 3.26837 1.1 0.6 -1.5 0.31
H -4.65303 0.35245 1.58898 0.9 -0.4 1.6 0.27
H -2.69593 -2.43525 3.35580 -0.8 -0.3 -1.3 0.32
H 2.23250 -2.29982 1.44542 0.5 -0.6 -0.4 0.32
H 2.73540 0.66270 -1.61887 -1.8 0.2 -0.9 0.49
H 1.79030 0.15483 -3.11497 -0.3 1.1 1.8 0.33
H 1.34363 3.08841 -1.83711 0.5 -1.2 -1.6 0.30
H 1.01787 2.42944 -3.60812 1.0 0.1 1.9 0.26
H 2.91644 3.66655 -4.07928 0.8 -1.5 1.4 0.32
H 3.55233 3.68151 -2.35409 -0.3 -1.7 -1.4 0.28
```
Forces are in eV/Å.

# C14H13BF4N7STl

A structure of composition C14H13BF4N7STl (ωB97M-V with the def2-TZVPD basis set, OMol25).

- Energy: -1919.74048 hartree
- Charge: 0
- Orbital gap: 7.64 eV

```
41
Properties=species:S:1:pos:R:3:forces:R:3:mulliken_charge:R:1
Tl -0.47847 -0.41263 -0.88839 1.0 -0.1 0.5 1.67
C 4.42774 2.19410 -3.18151 0.0 0.0 0.0 -0.92
C 4.41900 0.83258 -2.49959 -0.1 0.1 0.1 -0.71
N 3.79189 0.86111 -1.18090 0.1 0.1 -0.3 -0.17
C 2.49203 0.70909 -0.90942 0.0 0.1 0.2 0.54
S 1.43659 0.35041 -2.24373 -0.1 0.0 -0.3 -0.41
N 2.17034 0.89548 0.35889 0.1 -0.1 0.1 -1.32
N 0.91048 0.60931 0.69328 0.0 0.1 -0.1 0.58
C 0.50281 0.71600 1.89695 0.0 0.1 0.2 0.58
C 1.37112 1.16536 3.02916 0.0 0.0 0.0 -1.53
C -0.89839 0.30441 2.15017 0.1 0.1 0.1 0.90
C -1.43989 0.34028 3.42657 -0.1 0.0 0.1 -0.61
C -2.72214 -0.14290 3.63592 0.1 0.0 0.1 -0.49
C -3.44595 -0.64476 2.56931 -0.1 0.0 0.0 -0.84
C -2.86032 -0.61308 1.32005 0.1 0.1 -0.1 0.26
N -1.62854 -0.13831 1.12515 -0.5 -0.2 -0.3 -0.22
H 4.87226 2.11546 -4.17503 0.0 0.0 0.0 0.36
H 5.00740 2.91601 -2.60473 0.0 0.0 0.0 0.31
H 3.41137 2.57487 -3.29024 0.0 0.0 0.0 0.27
H 5.43481 0.46853 -2.35538 0.0 0.0 0.0 0.35
H 3.89194 0.10325 -3.11079 0.0 -0.1 0.0 0.36
H 4.35010 1.12002 -0.38128 0.0 0.0 0.0 0.27
H 2.38213 1.30943 2.66526 0.0 0.0 0.0 0.36
H 1.38347 0.41407 3.82105 0.0 0.0 0.0 0.38
H 1.00942 2.10630 3.45115 0.0 0.0 0.0 0.34
H -0.86164 0.73065 4.25034 0.0 0.0 0.0 0.40
H -3.14565 -0.13306 4.63198 0.0 0.0 0.0 0.42
H -4.43843 -1.05255 2.69316 0.0 0.0 0.0 0.47
H -3.38765 -0.97428 0.44508 0.0 0.0 0.1 -0.07
F 0.13918 -2.14660 0.84205 0.1 -0.1 0.0 -0.25
B 0.84597 -3.01911 -0.07698 0.0 -0.1 0.1 0.47
F 2.18212 -2.68800 -0.08059 -0.1 0.0 0.0 -0.38
F 0.25396 -2.60876 -1.35057 0.0 -0.1 -0.1 -0.43
F 0.56826 -4.32611 0.18314 0.1 0.1 0.0 -0.32
N -2.06126 -0.99175 -2.17567 -0.9 -0.1 -0.3 -0.48
C -3.22344 -0.79585 -2.15066 0.1 0.0 0.1 0.33
C -4.56454 -0.57424 -2.13691 -0.2 0.0 -0.1 0.10
C -5.42674 -1.50917 -1.48264 0.2 0.2 -0.2 0.21
N -6.10903 -2.25322 -0.92897 0.0 0.0 0.0 -0.45
C -5.07714 0.61243 -2.75191 0.1 -0.3 0.2 0.07
N -5.48520 1.57525 -3.23273 0.0 0.0 0.0 -0.42
```
Forces are in eV/Å.

# C14H13BFN

A cluster of 2 separate species, C14H13BFN in total (ωB97M-V with the def2-TZVPD basis set, OMol25).

- Energy: -720.62102 hartree
- Charge: 0
- Orbital gap: 4.56 eV

```
30
Properties=species:S:1:pos:R:3:forces:R:3:mulliken_charge:R:1
F 4.75705 0.53550 5.40451 -1.4 -0.4 0.1 -0.29
C 3.46466 0.14170 5.45539 0.0 -0.1 0.0 0.41
C 3.12713 -1.10546 5.95965 0.8 -0.3 0.2 -0.57
C 1.82267 -1.52424 5.99311 -0.1 0.1 0.0 -0.75
C 0.77314 -0.70168 5.52867 0.0 0.0 -0.1 1.24
C -0.54416 -1.20763 5.62618 0.1 0.6 0.1 -0.61
C -1.81315 -0.69260 5.25890 -0.3 0.1 -0.2 1.34
C -2.93973 -1.50587 5.50328 0.3 -0.1 0.1 -0.67
C -4.21007 -1.07413 5.21226 -0.3 -0.3 0.1 -0.67
C -4.41950 0.17501 4.65877 0.0 -0.2 0.1 -0.29
C -3.33612 0.98853 4.38798 0.2 0.3 -0.1 -1.12
C -2.06164 0.56620 4.67524 0.1 0.0 0.0 0.03
C 1.14581 0.55828 5.01555 0.2 0.0 0.1 -0.01
C 2.45411 0.96623 4.98807 0.4 0.6 -0.2 -1.00
H 3.91502 -1.72940 6.34200 0.1 -0.2 0.1 0.43
H 1.59063 -2.50334 6.37652 0.0 -0.2 0.2 0.40
H -0.59375 -2.18555 6.07348 0.0 -0.3 0.2 0.22
H -2.79729 -2.48372 5.93117 0.0 -0.2 0.2 0.38
H -5.05322 -1.70858 5.42919 -0.1 -0.1 0.0 0.39
H -5.42206 0.50719 4.44206 -0.1 0.1 0.0 0.40
H -3.49283 1.96298 3.95469 0.0 0.1 0.0 0.41
H -1.25832 1.22478 4.43336 0.1 0.2 0.0 0.42
H 0.41396 1.22898 4.62619 -0.1 0.3 0.0 0.36
H 2.72173 1.93981 4.61698 0.0 0.2 -0.1 0.45
H -0.81478 0.36946 7.96884 0.1 -1.0 -1.1 -0.22
B -0.94085 1.11954 8.86786 -0.9 -1.2 0.6 -0.15
H -2.07607 1.42767 8.95424 -0.9 0.3 -0.1 -0.13
H -0.63499 0.57817 9.87077 0.3 -0.4 0.7 -0.14
C -0.08494 2.31111 8.61167 1.1 1.7 -0.3 0.43
N 0.54954 3.25665 8.42525 0.3 0.2 -0.3 -0.71
```
Forces are in eV/Å.

# C14H13BrF6OPb

A structure of composition C14H13BrF6OPb (ωB97M-V with the def2-TZVPD basis set, OMol25).

- Energy: -3982.61101 hartree
- Charge: -2
- Orbital gap: 5.70 eV
- ΔE to the lowest compared entry with this formula, charge and spin: 0.0 kJ/mol

```
36
Properties=species:S:1:pos:R:3:forces:R:3:mulliken_charge:R:1
C 0.84447 -1.82710 -2.25535 0.1 0.3 0.4 -0.98
C 1.82728 -0.79213 -2.30306 0.5 -0.4 0.6 -0.52
C 2.86678 -1.13558 -1.38748 -0.8 -0.3 -0.6 -0.32
H 1.80504 0.09243 -2.94321 -0.1 -0.3 0.3 0.36
C 2.52536 -2.37398 -0.78064 -0.4 0.0 -0.6 -0.58
C 1.29056 -2.81662 -1.33165 0.5 0.6 0.4 -0.52
H 0.78088 -3.74060 -1.09143 0.0 0.0 0.0 0.41
H -0.04823 -1.89048 -2.87221 0.1 0.0 0.1 0.53
H 3.76303 -0.55810 -1.19284 -0.1 0.0 0.0 0.49
H 3.12928 -2.91468 -0.05258 -0.2 0.1 -0.1 0.37
Pb -0.83732 0.00712 -0.06203 0.7 -1.0 -0.3 0.79
Br -1.79392 1.19503 -2.18273 -0.1 0.5 -0.5 -0.59
C -4.31875 -1.00911 1.15497 0.1 -0.4 -0.8 -0.66
C -4.11214 -2.41899 1.08104 -0.2 0.3 -0.3 -0.44
C -4.27383 -2.82252 -0.27228 -0.2 0.6 0.2 -0.52
H -3.91073 -3.07753 1.92504 0.0 0.1 -0.2 0.36
C -4.57877 -1.66508 -1.04747 0.1 0.1 0.9 -0.52
C -4.59339 -0.53984 -0.16859 0.1 -0.8 0.2 -0.55
H -4.79868 0.48763 -0.45435 0.1 -0.1 0.0 0.42
H -4.31392 -0.41078 2.06025 0.1 0.0 -0.1 0.42
H -4.21989 -3.84515 -0.64556 0.1 0.2 0.1 0.36
H -4.79090 -1.64549 -2.11277 0.2 0.0 0.1 0.35
C 0.86907 2.91319 1.97899 -0.3 0.2 0.4 -2.01
C 1.71743 2.13024 0.99314 0.2 -1.3 -1.0 1.24
O 1.02992 1.23024 0.20299 0.4 1.0 1.0 -0.60
C 2.36433 3.16336 -0.00766 -0.5 -0.3 -0.5 0.57
F 3.00120 4.21453 0.58568 0.0 -0.3 0.0 -0.31
F 3.23335 2.60454 -0.86588 -0.2 0.3 0.4 -0.22
F 1.36592 3.71371 -0.76326 0.7 -0.2 0.6 -0.26
C 2.81032 1.30777 1.82551 -0.2 -0.2 -0.6 0.51
F 3.39163 2.08637 2.78862 -0.1 -0.3 -0.2 -0.31
F 2.20782 0.25600 2.45959 0.5 1.1 -0.4 -0.25
F 3.82040 0.79424 1.08596 -0.7 0.4 0.6 -0.22
H 0.03101 3.36220 1.43721 0.2 -0.1 0.1 0.43
H 1.44315 3.70190 2.48474 -0.2 -0.2 -0.1 0.35
H 0.47226 2.22326 2.72928 0.0 0.1 -0.1 0.43
```
Forces are in eV/Å.

# C14H13BrN6

The molecule C14H13BrN6 (ωB97M-V with the def2-TZVPD basis set, OMol25).

- Energy: -3443.72813 hartree
- SMILES: Brc1cnc(Nc2c[nH]c3nccc-3c2)nc1NC1CC1
- Charge: 0
- Orbital gap: 8.03 eV
- ΔE to the lowest compared entry with this formula, charge and spin: 193.8 kJ/mol

```
34
Properties=species:S:1:pos:R:3:forces:R:3:mulliken_charge:R:1
Br -0.28893 -0.55663 -5.22818 0.0 -0.1 0.4 -0.26
C 0.31674 0.08843 -3.54297 -0.8 -0.7 0.3 -0.24
C 1.08729 1.16262 -3.51511 0.0 -0.2 0.8 -0.20
N 1.56126 1.65102 -2.40292 1.1 1.7 -1.3 -0.78
C 1.23165 1.09385 -1.24735 0.0 0.6 -3.5 0.46
N 1.64273 1.84787 -0.27301 0.5 2.3 1.8 -0.14
C 1.17397 1.72343 1.00481 -1.9 0.4 3.1 0.00
C 2.05855 2.15458 1.96114 -0.6 -1.5 -0.7 -0.33
N 1.80689 1.91996 3.27051 0.1 1.6 0.4 -0.05
C 0.47917 1.72186 3.62955 1.0 -1.1 1.9 -0.10
N 0.12392 1.64419 4.90391 -3.0 -0.4 -2.3 -0.79
C -1.30056 1.39729 4.67152 1.4 0.5 1.4 -0.13
C -1.80421 1.31161 3.41901 0.5 0.1 0.7 -1.20
C -0.61953 1.42668 2.67011 2.2 1.1 -1.9 0.61
C -0.25428 1.44388 1.35680 2.3 0.5 -0.2 -0.14
N 0.54211 -0.00422 -1.12497 -0.5 -1.4 0.3 -0.55
C 0.13148 -0.48836 -2.29032 -1.4 -2.4 -0.4 0.91
N -0.54258 -1.65784 -2.38310 -0.2 -0.7 1.6 -0.05
C -0.43580 -2.82344 -1.52326 -1.3 -0.7 -0.4 -0.14
C -1.65441 -3.45371 -0.87439 -1.0 1.5 -1.4 -0.47
C -1.10739 -4.12900 -2.10648 -1.1 3.0 0.4 -0.72
H 1.23078 1.45956 -4.48383 1.5 2.2 -2.0 0.41
H 1.89790 2.81570 -0.50171 0.0 -1.1 -0.6 0.35
H 2.95587 2.64570 1.62454 0.5 -0.4 0.4 0.41
H 2.57871 2.19150 3.94481 -2.0 -0.5 -0.7 0.33
H -1.92873 1.32810 5.49096 -0.9 0.0 1.8 0.53
H -2.87194 1.29247 3.18127 0.8 -0.3 -0.2 0.37
H -0.96121 1.36038 0.56183 -0.3 -0.4 -0.4 0.46
H -0.92262 -1.78179 -3.30105 0.0 -0.7 0.0 0.05
H 0.47502 -2.89795 -0.88636 -0.5 0.0 -1.1 0.38
H -2.62228 -2.88596 -1.05937 1.3 -1.0 0.3 0.21
H -1.58866 -3.94849 0.04064 0.2 -0.4 1.5 0.29
H -1.90431 -4.11199 -2.86227 1.1 0.4 -0.4 0.23
H -0.48660 -4.94129 -2.12477 1.1 -2.2 0.4 0.31
```
Forces are in eV/Å.

# C14H13Cl2N3O2

The molecule C14H13Cl2N3O2 (ωB97M-V with the def2-TZVPD basis set, OMol25).

- Energy: -1776.32418 hartree
- SMILES: C[N+]1([C@]2(C#N)C(=O)C(Cl)=C(Cl)C([O-])=C2C#N)CCCCC1
- Charge: 0
- Orbital gap: 6.64 eV
- ΔE to the lowest compared entry with this formula, charge and spin: 108.0 kJ/mol

```
34
Properties=species:S:1:pos:R:3:forces:R:3:mulliken_charge:R:1
C 1.03237 1.15133 0.19096 -0.3 -0.3 0.0 -0.90
N 0.18005 -0.03452 -0.21518 1.9 -0.1 -1.2 0.14
C -1.18693 0.07382 0.41758 -1.3 -0.3 1.3 2.76
C -1.96657 -1.10556 0.00241 -1.7 -2.3 -1.1 -0.25
N -2.62632 -2.02532 -0.29889 1.7 2.2 0.7 -0.63
C -1.94149 1.30739 -0.14112 -0.6 0.0 -1.2 -0.18
O -2.50306 1.21253 -1.22332 0.8 0.4 1.4 -0.57
C -1.96814 2.54693 0.67018 0.0 -0.2 1.1 -0.19
Cl -2.52601 3.94216 -0.13433 0.0 0.2 -0.2 -0.15
C -1.72877 2.52973 2.01321 -0.3 0.4 -1.0 0.27
Cl -1.93509 3.91094 2.99173 0.1 -0.2 -0.2 -0.11
C -1.36498 1.26552 2.71524 0.7 -2.3 0.9 0.26
O -1.26372 1.17469 3.94457 -0.3 1.1 -1.0 -0.72
C -1.14956 0.08417 1.90700 -0.2 1.1 0.1 -0.34
C -1.01853 -1.12720 2.61484 0.5 -2.1 1.1 -0.30
N -0.86207 -2.14985 3.17294 -0.3 2.0 -1.2 -0.74
C 0.89385 -1.31518 0.31813 0.1 0.4 0.1 -0.62
C 2.16518 -1.64038 -0.46058 -0.2 -0.2 -0.2 -0.76
C 1.81024 -1.87981 -1.93187 0.3 0.1 0.2 -0.63
C 1.34865 -0.52643 -2.46087 0.0 -0.1 -0.1 -0.80
C 0.07095 -0.06367 -1.77606 0.0 0.2 0.6 -0.57
H 2.04195 0.97274 -0.17727 -0.2 0.2 0.0 0.49
H 0.61451 2.07169 -0.23319 0.1 -0.3 0.1 0.34
H 1.04324 1.19732 1.28507 -0.1 0.0 -0.3 0.35
H 1.13334 -1.11957 1.36984 -0.3 0.0 -0.3 0.38
H 0.16554 -2.13471 0.26194 0.2 0.3 0.0 0.46
H 2.88640 -0.81030 -0.38613 -0.1 -0.4 0.0 0.28
H 2.64583 -2.51502 -0.00104 -0.3 0.2 0.0 0.40
H 2.67074 -2.26510 -2.49757 -0.2 0.2 0.2 0.39
H 1.00391 -2.62662 -2.01027 0.2 0.2 0.0 0.34
H 2.14632 0.21171 -2.30141 -0.1 -0.1 -0.2 0.32
H 1.15211 -0.55890 -3.53651 -0.1 0.1 0.1 0.43
H -0.77725 -0.71447 -2.01632 0.2 0.1 0.1 0.47
H -0.18667 0.95994 -2.07373 0.0 -0.3 0.1 0.38
```
Forces are in eV/Å.

Repeat the third record exactly.
# C14H13BFN

A cluster of 2 separate species, C14H13BFN in total (ωB97M-V with the def2-TZVPD basis set, OMol25).

- Energy: -720.62102 hartree
- Charge: 0
- Orbital gap: 4.56 eV

```
30
Properties=species:S:1:pos:R:3:forces:R:3:mulliken_charge:R:1
F 4.75705 0.53550 5.40451 -1.4 -0.4 0.1 -0.29
C 3.46466 0.14170 5.45539 0.0 -0.1 0.0 0.41
C 3.12713 -1.10546 5.95965 0.8 -0.3 0.2 -0.57
C 1.82267 -1.52424 5.99311 -0.1 0.1 0.0 -0.75
C 0.77314 -0.70168 5.52867 0.0 0.0 -0.1 1.24
C -0.54416 -1.20763 5.62618 0.1 0.6 0.1 -0.61
C -1.81315 -0.69260 5.25890 -0.3 0.1 -0.2 1.34
C -2.93973 -1.50587 5.50328 0.3 -0.1 0.1 -0.67
C -4.21007 -1.07413 5.21226 -0.3 -0.3 0.1 -0.67
C -4.41950 0.17501 4.65877 0.0 -0.2 0.1 -0.29
C -3.33612 0.98853 4.38798 0.2 0.3 -0.1 -1.12
C -2.06164 0.56620 4.67524 0.1 0.0 0.0 0.03
C 1.14581 0.55828 5.01555 0.2 0.0 0.1 -0.01
C 2.45411 0.96623 4.98807 0.4 0.6 -0.2 -1.00
H 3.91502 -1.72940 6.34200 0.1 -0.2 0.1 0.43
H 1.59063 -2.50334 6.37652 0.0 -0.2 0.2 0.40
H -0.59375 -2.18555 6.07348 0.0 -0.3 0.2 0.22
H -2.79729 -2.48372 5.93117 0.0 -0.2 0.2 0.38
H -5.05322 -1.70858 5.42919 -0.1 -0.1 0.0 0.39
H -5.42206 0.50719 4.44206 -0.1 0.1 0.0 0.40
H -3.49283 1.96298 3.95469 0.0 0.1 0.0 0.41
H -1.25832 1.22478 4.43336 0.1 0.2 0.0 0.42
H 0.41396 1.22898 4.62619 -0.1 0.3 0.0 0.36
H 2.72173 1.93981 4.61698 0.0 0.2 -0.1 0.45
H -0.81478 0.36946 7.96884 0.1 -1.0 -1.1 -0.22
B -0.94085 1.11954 8.86786 -0.9 -1.2 0.6 -0.15
H -2.07607 1.42767 8.95424 -0.9 0.3 -0.1 -0.13
H -0.63499 0.57817 9.87077 0.3 -0.4 0.7 -0.14
C -0.08494 2.31111 8.61167 1.1 1.7 -0.3 0.43
N 0.54954 3.25665 8.42525 0.3 0.2 -0.3 -0.71
```
Forces are in eV/Å.